{"formula": "C16H20Br3Cl5FNO6V", "method": "ωB97M-V with the def2-TZVPD basis set", "total_charge": 1, "e_homo_ev": -10.44, "orbital_gap_ev": 1.25, "symbols": ["C", "C", "F", "C", "N", "C", "C", "C", "C", "O", "O", "C", "C", "C", "Cl", "C", "C", "H", "H", "H", "H", "H", "H", "H", "H", "H", "H", "H", "H", "H", "H", "H", "H", "C", "Cl", "Cl", "Cl", "Cl", "C", "C", "O", "O", "H", "H", "H", "O", "V", "O", "C", "Br", "Br", "Br", "H"], "positions_angstrom": [[1.525743, 2.439145, 0.343750], [3.011097, 2.248436, 0.052139], [3.698930, 2.141121, 1.266071], [3.338799, 0.961979, -0.735387], [2.332256, -0.099423, -0.566051], [1.661185, -0.490905, -1.649606], [0.702358, -1.440701, -1.521142], [0.421204, -1.999058, -0.284162], [-0.694958, -3.029704, -0.249863], [-0.452617, -4.192660, -0.074153], [-1.951108, -2.544776, -0.486841], [-2.397505, -1.633702, 0.536055], [-2.905175, -0.300731, -0.001594], [-4.230580, -0.454881, -0.784546], [-1.729296, 0.528217, -1.095209], [1.158699, -1.603112, 0.817230], [2.116306, -0.638148, 0.626924], [0.889896, 2.246808, -0.527771], [1.304606, 3.449911, 0.695520], [1.197652, 1.757802, 1.140042], [3.334799, 3.135036, -0.504460], [4.312279, 0.615289, -0.374542], [3.473184, 1.226217, -1.803356], [1.855852, -0.073290, -2.630267], [0.127166, -1.745325, -2.388376], [-1.653983, -1.510078, 1.332720], [-3.267944, -2.112891, 1.009544], [-3.106645, 0.377041, 0.831026], [-4.200424, -1.330624, -1.437998], [-5.039297, -0.488733, -0.049912], [-4.356665, 0.460023, -1.365961], [0.941022, -2.044337, 1.798685], [2.727751, -0.233934, 1.422831], [2.452627, -1.639422, 5.192557], [2.441720, -0.089353, 6.033059], [1.148267, -2.659515, 5.802499], [2.204967, -1.362022, 3.448723], [4.002652, -2.441034, 5.437067], [4.202468, 4.056820, -4.645910], [3.804264, 3.368516, -3.305593], [3.270869, 4.118247, -2.477447], [4.075782, 2.154223, -3.249202], [3.940793, 5.110472, -4.634053], [5.276491, 3.957113, -4.791572], [3.680431, 3.568191, -5.466655], [-6.828737, 0.223162, -2.281508], [-7.043438, -0.504589, -3.761749], [-7.257017, -1.230753, -5.236624], [-4.773728, -2.016738, 4.215741], [-3.223561, -0.872007, 4.216765], [-5.826685, -1.788737, 2.613897], [-4.299879, -3.859572, 4.499923], [-5.392870, -1.713012, 5.048740]], "forces_ev_per_angstrom": [[-0.2, -0.1, 0.4], [-0.9, -0.3, -0.1], [-0.1, 0.3, 0.0], [0.6, 1.0, 0.1], [0.8, 0.5, -0.9], [-0.2, -0.3, -0.5], [-0.8, -0.7, -0.3], [-0.4, -0.1, -0.4], [0.3, -0.8, 0.5], [-0.3, 1.0, -0.4], [0.6, 0.0, 0.2], [-0.5, 0.3, 0.4], [-0.8, -0.3, -0.6], [0.7, 0.5, 0.5], [0.1, -0.1, 0.4], [-0.8, -0.7, 0.0], [0.2, 0.2, 0.6], [0.3, 0.1, 0.0], [0.2, -0.1, -0.1], [0.1, 0.1, -0.1], [0.5, -0.3, 0.1], [-0.2, -0.2, 0.0], [-0.3, -0.3, 0.4], [0.4, 0.3, 0.4], [0.1, 0.1, 0.0], [0.1, 0.1, -0.3], [0.3, 0.1, 0.0], [0.3, -0.1, 0.0], [-0.1, 0.1, 0.1], [0.0, -0.3, -0.3], [-0.2, -0.2, 0.0], [0.2, 0.3, -0.8], [0.0, 0.0, -0.1], [0.1, 0.0, 0.3], [0.0, -0.1, -0.1], [0.0, 0.0, -0.1], [0.3, 0.0, 1.2], [-0.1, 0.0, -0.1], [0.2, 0.6, -0.7], [-0.2, -0.4, 0.7], [0.0, 0.1, -0.2], [0.1, 0.1, -0.5], [-0.1, 0.0, 0.2], [0.0, -0.2, 0.1], [0.0, -0.2, 0.1], [-0.2, -0.6, -1.2], [-0.1, 0.0, -0.2], [0.2, 0.7, 1.4], [0.0, -0.1, 0.1], [0.0, 0.0, 0.0], [0.1, 0.0, 0.1], [0.0, 0.1, -0.1], [0.0, 0.0, 0.0]], "mulliken_charge": [-1.2446, 0.5574, -0.3556, -0.7893, 0.2788, -0.1432, -0.7837, -0.0375, 0.0718, -0.5033, -0.3062, -0.2468, 0.3098, -1.1850, -0.2097, 0.0104, 0.1069, 0.2204, 0.4321, 0.3292, 0.3620, 0.3311, 0.3622, 0.4510, 0.4679, 0.2500, 0.0699, 0.4217, 0.1964, 0.2696, 0.4577, 0.4992, 0.5242, 0.2925, -0.0927, -0.0935, -0.1059, -0.0928, -1.0238, 0.8931, -0.5484, -0.6778, 0.3091, 0.3001, 0.2907, -0.7467, 1.7980, -0.7037, -0.3581, -0.0106, 0.0002, 0.0184, 0.3772]}